The following is a quantum chemistry calculation of C37H43CuFN7O6 as an isolated structure, from OMol25.

The geometry in ORCA input format:
```
! RIJCOSX wB97M-V def2-TZVPD def2/J DEFGRID3
* xyz 1 2
Cu 1.406 1.407 1.461
F -3.812 -2.469 -1.263
O 6.185 1.161 2.336
O 3.891 0.785 -1.597
O 0.017 2.665 2.311
O 3.300 1.905 2.652
O 2.980 0.219 0.391
O 0.296 -0.109 0.202
N 0.128 4.408 0.775
N 0.865 0.011 3.287
N 1.088 -1.483 -3.560
N -3.408 -3.210 -4.009
N -4.791 -3.501 -6.028
N 0.106 -1.080 5.385
N 1.281 3.861 0.252
C -1.179 -2.332 -3.747
C 1.456 -1.971 -4.894
C -5.666 -3.598 -4.815
C 1.399 -1.337 3.306
C 5.738 1.485 0.080
C 1.367 0.799 4.411
C 5.340 1.621 1.367
C 0.580 -0.546 -0.903
C 2.989 0.242 -0.823
C 1.859 -0.388 -1.566
C -4.812 -3.164 -3.600
C -3.280 4.484 4.118
C -3.751 -4.581 -5.986
C -1.680 4.332 2.310
C -1.679 -1.520 -1.160
C -0.401 3.762 1.769
C -2.632 -2.196 -1.871
C 5.687 0.909 3.637
C -0.599 -0.009 3.290
C 1.084 -0.989 -5.997
C -2.108 3.963 3.582
C 2.032 -0.837 -2.828
C -3.621 5.750 2.109
C 0.906 -2.070 4.584
C 4.870 1.925 -1.022
C -0.162 -1.711 -3.015
C -2.446 5.237 1.579
C 4.054 2.233 1.658
C 2.287 3.790 1.034
C -1.105 -0.644 4.606
C -0.431 -1.268 -1.708
C 0.954 0.117 5.739
C -4.044 5.375 3.379
C 3.526 3.097 0.630
C 3.980 3.033 -0.651
C -2.417 -2.596 -3.190
C -3.095 -4.514 -4.588
H 3.544 3.647 -1.430
H 0.985 -2.941 -5.053
H 5.304 1.813 4.109
H 2.220 4.156 2.057
H 1.724 -2.414 5.215
H -4.215 6.447 1.529
H -5.036 -3.822 -2.758
H -2.098 5.530 0.598
H 0.254 -2.913 4.364
H 2.529 -2.146 -4.890
H 0.952 1.802 4.316
H 2.988 -0.694 -3.315
H 2.487 -1.281 3.288
H -1.724 -1.526 4.448
H -3.597 4.199 5.115
H -6.536 -2.962 -4.949
H -1.030 -2.585 -4.787
H -2.021 -4.636 -4.680
H 1.626 -0.052 -5.869
H 5.434 2.112 -1.929
H -0.932 -0.571 2.417
H -1.895 -1.164 -0.160
H -1.655 0.061 5.228
H -3.467 -5.327 -3.954
H 1.805 -0.252 6.309
H 0.355 0.762 6.379
H 2.448 0.888 4.321
H -0.199 -1.526 6.246
H 1.340 -1.400 -6.974
H -0.938 1.021 3.171
H 1.072 -1.853 2.404
H -1.494 3.276 4.152
H -3.041 -4.388 -6.788
H -4.960 5.782 3.791
H 0.016 -0.762 -5.980
H 6.537 0.529 4.201
H -5.317 -3.503 -6.899
H -5.058 -2.147 -3.308
H -5.996 -4.631 -4.735
H 6.684 1.008 -0.146
H -4.241 -5.535 -6.166
H 4.892 0.161 3.618
H -4.273 -2.621 -5.930
*
```

As for the LUMO energy (spin up / spin down): -3.257 / -3.257 eV. The value obtained for the orbital gap (spin up / spin down) is 0.1087 / 0.1637 hartree. Its expectation value of S² is 0.76. The total energy comes out at -109128.93869 eV. As for the highest occupied orbital energy (spin up / spin down): -6.22 / -7.71 eV.

The following is a quantum chemistry calculation of C37H43HgO3Si as an isolated structure, from OMol25.

The geometry in ORCA input format:
```
! RIJCOSX wB97M-V def2-TZVPD def2/J DEFGRID3
* xyz -1 1
Hg 2.061 0.415 -0.556
Si 1.163 1.257 3.357
O -0.415 1.221 -2.453
O 0.968 1.039 1.796
O 0.784 0.414 -7.193
C 1.112 5.391 3.521
C 0.194 -2.561 0.225
C -0.851 0.645 -4.632
C 5.486 0.091 4.842
C 5.026 1.395 5.050
C -1.929 -1.252 5.908
C 3.359 -0.477 3.837
C -0.058 0.256 4.430
C 4.649 -0.848 4.234
C 0.032 1.899 -4.665
C 1.079 -2.116 1.227
C 0.228 3.318 5.169
C 0.063 4.650 5.571
C 0.125 2.313 -3.191
C 0.556 -0.264 -8.460
C 0.367 -0.800 5.253
C 0.517 5.687 4.753
C 1.750 -1.053 -8.931
C 2.900 0.841 3.997
C -0.407 0.059 -3.306
C 2.301 -1.737 0.613
C -0.693 -1.106 -8.447
C 0.834 3.013 3.939
C -2.355 -0.165 5.139
C -1.421 0.598 4.424
C -2.274 -0.343 1.187
C -2.513 0.199 -1.034
C -1.810 0.989 1.005
C -1.962 1.323 -0.363
C 1.241 4.061 3.100
C -2.681 -0.841 -0.082
C 2.150 -1.946 -0.819
C 0.829 -2.457 -1.027
C -0.569 -1.561 5.970
C 3.726 1.760 4.664
C 0.369 1.043 -9.260
C 0.534 1.683 -7.883
H -1.904 0.943 -4.534
H 1.582 -1.393 -9.962
H -1.562 -0.529 -8.104
H -0.622 1.185 -9.698
H 6.484 -0.202 5.173
H 1.432 -1.031 5.362
H -0.418 4.873 6.524
H -0.557 -1.980 -7.796
H -0.371 2.176 -7.514
H -1.783 1.473 3.871
H -2.769 0.132 -2.082
H -1.651 2.262 -0.795
H -3.415 0.096 5.092
H 0.612 -0.365 -3.402
H 1.179 2.463 -2.893
H 3.358 2.756 4.926
H 5.675 2.124 5.538
H 2.693 -1.252 3.437
H -1.070 -0.718 -2.902
H 3.228 -1.486 1.124
H -0.919 -1.470 -9.460
H -0.808 -2.933 0.407
H -0.709 0.010 -5.505
H 2.960 -1.968 -1.540
H 1.408 2.326 -7.786
H 0.424 -2.784 -1.979
H 1.024 1.565 -4.992
H 1.897 -1.940 -8.306
H -0.426 3.234 -2.955
H -2.310 -0.878 2.133
H 0.402 6.725 5.074
H -0.301 2.696 -5.326
H -0.125 2.523 5.830
H -0.229 -2.402 6.575
H 1.670 3.844 2.119
H -2.657 -1.856 6.452
H 2.661 -0.448 -8.931
H -3.053 -1.838 -0.305
H -1.409 1.658 1.754
H 1.476 6.201 2.883
H 4.977 -1.878 4.097
H 1.200 1.295 -9.926
H 0.869 -2.103 2.293
*
```

As for the LUMO energy (spin up / spin down): 0.439 / 0.439 eV. The value obtained for the orbital gap (spin up / spin down) is 0.1218 / 0.1217 hartree. The total energy comes out at -57257.61222 eV. As for the highest occupied orbital energy (spin up / spin down): -2.87 / -2.87 eV.

The following is a quantum chemistry calculation of a 2-piece molecular cluster, C37H43N3O5 overall, from OMol25.

The geometry in ORCA input format:
```
! RIJCOSX wB97M-V def2-TZVPD def2/J DEFGRID3
* xyz 0 1
O -0.285 0.666 2.085
O 0.825 2.747 1.909
O 0.854 -1.219 1.722
O 2.721 2.942 0.716
O -6.179 -0.192 -3.078
N -2.671 -0.417 -2.769
N -4.349 -1.235 -4.034
N 6.284 0.274 5.939
C -5.413 1.705 -0.153
C 3.177 -2.327 -4.364
C -4.975 -0.433 -3.119
C -7.608 1.513 0.853
C -3.899 0.109 -2.184
C -2.534 -2.802 -3.497
C -5.113 -1.977 -5.010
C -0.449 2.080 1.809
C -6.252 -0.467 0.534
C 5.501 1.422 3.919
C -1.055 2.297 0.433
C 3.413 -0.610 -2.168
C -1.496 -0.178 -2.156
C 2.130 -1.110 -2.508
C 4.432 -1.813 -4.008
C 3.942 0.292 2.457
C 4.442 -0.649 4.624
C 4.544 -0.965 -2.894
C -4.095 -0.360 -0.741
C -7.431 0.128 0.985
C 2.061 -2.044 -3.586
C 1.889 0.756 1.011
C 7.647 -0.192 5.765
C 0.811 -0.006 1.599
C 4.797 1.363 2.725
C 0.937 -0.611 -1.864
C -6.588 2.303 0.311
C 1.849 2.210 1.151
C -2.904 -1.362 -3.880
C 3.240 0.183 1.092
C -0.287 -0.729 -2.532
C 5.965 0.803 7.247
C -1.319 2.612 2.953
C 5.396 0.370 4.857
C -5.279 0.314 -0.096
C -2.198 -0.945 -5.179
C 3.758 -0.703 3.418
H -1.547 0.508 -1.309
H -6.702 3.386 0.235
H -3.178 -0.169 -0.159
H -2.044 1.825 0.386
H -8.209 -0.494 1.430
H 6.474 1.765 7.427
H -6.083 -1.544 0.621
H -6.177 -1.803 -4.834
H -0.307 -1.297 -3.462
H -2.273 2.077 2.972
H 3.478 0.110 -1.354
H -0.399 1.869 -0.336
H -2.368 -1.712 -5.947
H 0.992 -0.112 -0.900
H 4.310 -1.434 5.370
H -3.890 1.211 -2.258
H 3.065 -2.955 -5.247
H -2.601 0.016 -5.523
H -4.240 -1.454 -0.755
H -8.542 1.975 1.178
H -1.165 3.371 0.239
H 3.852 0.753 0.389
H 6.286 0.094 8.022
H -1.496 3.683 2.826
H -4.863 -1.656 -6.029
H 4.883 0.960 7.322
H -1.467 -2.886 -3.270
H 3.166 -0.875 0.816
H 7.729 -0.762 4.830
H -3.104 -3.110 -2.609
H 4.914 2.152 1.981
H 8.364 0.644 5.731
H 3.077 -1.528 3.202
H -4.611 2.305 -0.594
H 6.176 2.256 4.122
H -1.121 -0.831 -5.038
H -4.904 -3.050 -4.927
H 1.111 -2.527 -3.826
H -2.768 -3.475 -4.332
H -0.799 2.444 3.901
H 7.920 -0.846 6.605
H 5.514 -0.562 -2.601
H 5.314 -2.068 -4.593
*
```

As for the LUMO energy: -2.297 eV. The value obtained for the orbital gap is 0.1536 hartree. The total energy comes out at -53772.70250 eV. As for the highest occupied orbital energy: -6.48 eV.